[1]
Computed, not measured: a cluster of 11 separate species, C36H101N15O13 in total, with ωB97M-V with the def2-TZVPD basis set.

Geometry as ORCA input:
```
! RIJCOSX wB97M-V def2-TZVPD def2/J DEFGRID3
* xyz 0 1
C -1.35176 3.83786 2.46125
O -0.84956 2.58269 2.67972
C -1.57820 1.79921 3.59857
C -1.03407 0.28077 3.72114
C -1.35784 -0.63304 2.63535
N -1.60049 -0.48371 4.95154
H -0.65843 4.36342 1.80461
H -1.42198 4.52950 3.30078
H -2.37569 3.94256 2.10248
H -1.44268 2.36868 4.51804
H -2.63437 1.86141 3.33642
H 0.04437 0.41183 3.81007
H -2.36622 -1.03458 2.53517
H -0.75717 -1.53817 2.72498
H -1.02113 -0.20116 1.69291
H -1.46648 -1.48399 4.91176
H -2.60330 -0.42062 4.84906
C 5.88131 1.15704 2.29614
O 5.27761 1.02981 3.64475
C 4.08761 0.26980 3.72955
C 3.45818 0.16380 5.13729
C 4.43694 -0.28433 6.18819
N 2.21057 -0.67635 5.14416
H 6.32016 0.20972 1.98297
H 6.60479 1.96449 2.40883
H 5.19132 1.49655 1.52364
H 3.32921 0.71763 3.08738
H 4.32352 -0.70697 3.30721
H 3.04936 1.12171 5.45884
H 3.85687 0.02825 7.05648
H 5.42398 0.12831 5.97950
H 4.46096 -1.36006 6.01403
H 2.31897 -1.67804 5.21462
H 1.31887 -0.20209 5.14936
C -10.21820 4.82078 3.62329
O -8.92358 5.05033 3.11202
C -7.80942 4.36304 3.76373
C -6.43667 4.64908 3.04337
C -6.19447 4.22928 1.57975
N -5.35645 4.03794 3.82758
H -10.69766 5.77493 3.84200
H -10.11890 4.16536 4.48854
H -10.83800 4.35486 2.85722
H -7.77995 4.66932 4.80941
H -8.02151 3.29478 3.71993
H -6.27776 5.72737 3.03101
H -6.75238 4.88610 0.91236
H -6.51213 3.19348 1.46006
H -5.13000 4.15347 1.35778
H -4.49140 4.25547 3.35380
H -5.41642 4.61717 4.65280
C 2.18952 -7.59993 7.32199
O 2.07316 -6.79993 6.16699
C 1.02857 -5.79827 6.23328
C 0.95575 -4.75318 5.09946
C 0.84362 -5.40088 3.76962
N 2.23548 -3.95579 5.27229
H 1.23860 -8.06538 7.58120
H 2.53820 -7.00625 8.16702
H 2.84671 -8.44696 7.12511
H 0.05607 -6.27705 6.34782
H 1.22096 -5.32380 7.19554
H 0.09092 -4.11531 5.28189
H 0.06541 -6.16396 3.78467
H 1.67089 -6.10986 3.73685
H 0.84091 -4.67112 2.95996
H 2.90333 -4.57466 5.70943
H 2.49351 -3.61040 4.35894
C 3.87451 -0.06924 -5.90598
O 3.15350 0.82610 -5.04921
C 3.85290 2.11443 -4.95698
C 3.21459 2.93839 -3.88840
C 1.68494 3.21939 -4.16750
N 3.96730 4.15033 -3.67478
H 4.38286 -0.73409 -5.20764
H 4.77117 0.34923 -6.36311
H 3.32823 -0.80800 -6.49241
H 4.93121 2.06395 -4.80590
H 3.65047 2.58108 -5.92101
H 3.32812 2.35980 -2.97164
H 1.54635 3.55806 -5.19425
H 1.42600 4.01942 -3.47395
H 1.08465 2.33440 -3.95646
H 4.88848 3.74292 -3.60023
H 3.90185 4.46705 -2.71797
C 2.29142 -2.40964 0.79310
O 1.48006 -2.04041 -0.28922
C 2.08137 -1.14828 -1.29685
C 0.88528 -0.48115 -2.14571
N -0.11693 0.17191 -1.30281
C -1.10103 0.89855 -2.06988
C -2.14480 1.68866 -1.12550
O -3.03085 0.71983 -0.47718
C -3.93721 1.39558 0.36718
H 2.61326 -1.59118 1.43703
H 3.19213 -2.81345 0.33075
H 1.83361 -3.20507 1.38114
H 2.63813 -1.64635 -2.09061
H 2.74652 -0.41612 -0.83901
H 0.41047 -1.33141 -2.63530
H 1.31495 0.12566 -2.94274
H -0.56021 -0.57656 -0.78958
H -1.72374 0.38248 -2.80063
H -0.57057 1.68997 -2.59938
H -2.64410 2.38872 -1.79537
H -1.57415 2.28990 -0.41770
H -4.69019 0.72334 0.77856
H -4.36629 2.36824 0.12650
H -3.40974 1.60056 1.29877
C -1.45912 -3.61722 -7.44796
O -1.47686 -2.24535 -6.90457
C -1.28681 -2.12399 -5.47769
C -2.63067 -2.41380 -4.77887
N -3.62637 -1.34123 -5.11764
C -4.97842 -1.50152 -4.61302
C -5.12416 -0.89642 -3.11526
O -6.20601 -1.59144 -2.46367
C -6.20172 -1.59662 -1.01724
H -1.83529 -4.36128 -6.74584
H -0.42233 -3.92962 -7.57270
H -1.88075 -3.61546 -8.45310
H -0.91048 -1.18467 -5.07252
H -0.49561 -2.79466 -5.14259
H -2.44940 -2.23072 -3.71976
H -3.06276 -3.41050 -4.86837
H -3.90104 -1.43278 -6.08525
H -5.20302 -2.56672 -4.66764
H -5.78882 -1.06175 -5.19436
H -5.38214 0.15557 -2.99332
H -4.21701 -1.00420 -2.52066
H -5.31129 -2.13174 -0.68728
H -7.09981 -2.04986 -0.59759
H -6.35332 -0.56469 -0.70065
N 7.68322 0.24381 -1.94148
C 7.03658 1.04401 -1.18393
N 5.75959 0.72986 -1.16098
O 7.59445 1.91298 -0.57830
H 8.60762 0.49677 -2.26022
H 7.09028 -0.31659 -2.53685
H 5.43410 -0.15798 -1.51580
H 5.16315 1.29241 -0.57115
N -1.99207 3.05555 -6.58424
C -2.21530 2.15598 -5.67516
N -2.23452 0.94731 -6.14459
O -2.47301 2.46077 -4.49211
H -2.04742 4.03891 -6.36054
H -2.03341 2.73237 -7.54024
H -2.00840 0.70524 -7.09873
H -2.67022 0.23549 -5.57575
N 4.47758 -3.88246 -1.99999
C 5.38492 -3.28733 -2.70518
N 6.25433 -4.13784 -3.03152
O 5.52280 -2.09270 -2.86270
H 4.46057 -4.85080 -1.71340
H 3.68019 -3.27293 -1.88705
H 6.91000 -3.92476 -3.76962
H 5.94959 -5.10037 -3.05915
N 2.14929 3.47440 1.46977
C 2.16843 2.49400 0.62850
N 0.99421 1.96758 0.54052
O 3.22712 2.06260 0.12303
H 1.36444 3.58843 2.09516
H 2.90865 4.13759 1.53023
H 0.94537 1.28033 -0.19800
H 0.21460 2.44902 0.96538
*
```

Values from the calculation:
E_LUMO: 0.249 eV
frontier orbital gap: 0.3095 hartree
SMILES: COC[C@H](C)N.COC[C@H](C)N.COC[C@H](C)N.COC[C@H](C)N.COC[C@H](C)N.COCCNCCOC.COCCNCCOC.NC(N)=O.NC(N)=O.NC(N)=O.NC(N)=O


[2]
Computed, not measured: a structure of composition C30H37CuN5O2SeSi, with ωB97M-V with the def2-TZVPD basis set.

Geometry as ORCA input:
```
! RIJCOSX wB97M-V def2-TZVPD def2/J DEFGRID3
* xyz 0 2
Cu 0.16687 -0.41002 1.32653
C -5.24372 3.31952 1.54888
C -4.01482 2.49658 1.83447
C -4.11093 1.15085 2.11603
C -2.96106 0.37226 2.46494
C -2.90852 -1.00281 2.66818
N -3.72044 -1.95855 2.23189
C -4.62402 -1.87484 1.08707
C -3.96286 -2.33981 -0.20967
C -2.92293 -1.36445 -0.76830
N -2.60773 -1.77030 -2.14079
C -1.53244 -2.32636 -2.66461
C -0.19530 -2.42394 -2.26874
C 0.55640 -3.42064 -2.95647
C 1.85231 -3.70376 -2.65706
C 2.62759 -4.79543 -3.34256
C 2.44876 -2.93817 -1.62943
C 1.81856 -1.92856 -0.95011
C 2.59652 -1.25934 0.09075
N 2.15357 -0.41447 0.92727
C 3.09239 0.15801 1.89718
C 2.34480 0.70945 3.10779
C 1.67575 2.07776 2.94515
N 0.91974 2.29648 1.69116
C -0.34885 2.90034 1.64099
C -1.55706 2.37677 2.04483
C -2.75249 3.09033 1.77244
C -1.66996 1.01928 2.60566
O -0.67268 0.44709 3.10074
C 0.44577 -1.56597 -1.28975
O -0.13363 -0.55860 -0.83126
H -6.15215 2.74848 1.73861
H -5.26354 3.64716 0.50723
H -5.27057 4.21401 2.17296
H -5.09447 0.70553 2.18903
H -2.04766 -1.36492 3.21520
H -3.38261 -2.89697 2.40600
H -4.98137 -0.85654 0.98355
H -5.48702 -2.50855 1.29334
H -4.76439 -2.47574 -0.94550
H -3.49461 -3.31734 -0.06177
H -2.01135 -1.35992 -0.18453
H -3.31693 -0.34498 -0.79193
H -3.42660 -1.84806 -2.72529
H -1.75423 -2.81661 -3.60961
H 0.05148 -3.99854 -3.72484
H 2.05288 -5.22694 -4.16127
H 2.86983 -5.60091 -2.64633
H 3.56670 -4.41846 -3.75230
H 3.47873 -3.16106 -1.36115
H 3.65483 -1.54997 0.12659
H 3.65936 0.95191 1.40452
H 3.80590 -0.60683 2.22204
H 3.05333 0.81503 3.93400
H 1.60351 -0.02741 3.41883
H 2.43735 2.86341 2.99446
H 0.97707 2.22525 3.76410
H -0.37885 3.81403 1.05471
H -2.66976 4.12421 1.45415
C 2.49199 3.31434 -3.31921
Si 3.49083 2.85347 -1.81214
C 4.76367 4.17042 -1.44341
C 4.32377 1.19603 -2.06385
C 2.36528 2.66943 -0.38464
C 1.66761 2.52437 0.59331
H 3.13835 3.43215 -4.19202
H 1.95670 4.25294 -3.16509
H 1.75600 2.53898 -3.54012
H 5.48547 4.25063 -2.25981
H 5.31137 3.93804 -0.52807
H 4.29004 5.14499 -1.31197
H 5.05704 1.22245 -2.87284
H 3.57449 0.43738 -2.30350
H 4.83923 0.88264 -1.15246
Se -1.39461 -5.12356 0.76809
C -0.91614 -3.44459 1.18428
N -0.67557 -2.34808 1.49544
*
```

Values from the calculation:
energy above the lowest of the compared OMol25 structures with the same formula, charge and spin: 0.0 kcal per mole
E_LUMO (alpha / beta): -0.348 / -0.449 eV
frontier orbital gap (alpha / beta): 0.2153 / 0.2494 hartree
<S²>: 0.815


Number 1: molar mass 952.3 g/mol. Number 2: molar mass 670.3 g/mol.